93
Properties=species:S:1:pos:R:3:forces:R:3:lowdin_charge:R:1 method="wB97M-V/def2-TZVPD" charge=-1 homo_ev=-4.33
H -1.487 -2.207 3.880 -1.2 0.4 -2.1 0.07
Cl 5.026 4.301 6.642 0.1 -0.3 0.2 0.52
C -6.781 7.527 -1.555 0.0 0.0 0.0 -2.01
Cl 0.249 -0.806 -7.525 -0.1 0.4 -0.2 0.52
Cl 2.565 4.284 -1.241 -0.3 0.3 -0.1 0.51
Cl -4.134 5.808 -7.689 -0.2 -0.3 0.2 0.52
C -2.686 -3.218 2.150 -1.3 -0.5 1.3 -0.35
Cl 5.418 3.572 14.200 0.1 0.0 -0.4 0.51
Cl 4.596 -2.024 6.041 0.0 0.1 -0.3 0.51
Cl 3.824 -2.126 3.237 0.4 0.3 0.3 0.57
Cl -0.701 0.349 -10.021 0.1 0.1 0.3 0.51
C 4.491 -1.092 4.526 -0.4 0.2 -0.1 -1.98
H 1.461 -4.472 2.922 -1.4 2.0 -0.1 0.04
H -3.271 -3.824 2.998 1.1 1.1 -1.8 0.10
Cl 4.528 -6.867 -5.611 0.1 0.1 0.3 0.51
Cl -6.494 1.197 -11.234 -0.3 0.3 0.1 0.51
H 0.978 1.518 2.269 -1.1 -0.2 0.9 0.04
Cl -0.110 4.825 -2.251 0.6 0.7 0.2 0.47
Cl -5.214 5.471 -5.009 0.1 -0.3 -0.5 0.48
H -3.235 -2.452 0.031 -1.4 -0.6 2.3 0.02
Cl -7.202 7.314 0.164 0.1 0.1 -0.4 0.51
C -0.085 -1.972 0.862 3.5 -5.1 -0.9 -0.68
Cl -4.768 -3.353 -2.100 -0.5 -0.4 -0.3 0.53
Cl 6.548 -5.481 -4.042 -0.3 -0.2 0.0 0.51
Cl 7.213 3.172 0.265 0.0 -0.4 0.1 0.51
Cl 2.037 6.730 -2.725 -0.1 -0.2 0.2 0.50
H -2.165 -0.690 0.739 0.2 -0.7 0.0 -0.04
Cl 4.863 4.579 11.527 0.3 -0.2 0.3 0.50
C -4.809 4.636 -6.530 0.0 -0.1 0.0 -1.98
Cl -1.419 1.577 -7.483 0.5 -0.3 -0.8 0.44
H -3.019 -1.296 3.303 2.0 -1.2 -1.0 0.05
Cl 3.426 0.316 4.768 -0.2 -0.8 -0.6 0.51
I -5.509 -1.720 1.564 0.8 -0.6 -0.3 0.64
H -0.100 -0.562 4.197 0.9 0.2 -1.9 0.08
Cl -2.651 3.166 -2.999 0.0 -0.3 0.1 0.46
H -1.881 0.391 2.398 -0.1 0.3 0.2 -0.04
Cl 4.028 2.482 8.681 0.3 0.1 -0.3 0.50
Br 1.735 -4.253 -0.018 -0.8 0.8 1.7 0.48
C 5.391 2.837 7.590 0.0 -0.2 -0.1 -1.98
Cl -6.247 9.204 -1.832 -0.1 -0.4 0.1 0.51
N 0.474 1.240 3.139 0.3 -1.2 0.0 -0.12
C 5.991 3.614 12.513 -0.1 0.0 -0.1 -2.01
Cl 3.809 -5.639 -3.073 0.4 -0.2 -0.4 0.50
Cl 4.679 -9.262 1.525 -0.2 0.2 -0.1 0.50
Cl -7.276 3.995 -11.080 -0.1 -0.4 0.1 0.51
Cl 5.478 -8.022 -3.115 -0.1 0.3 -0.3 0.49
Cl 0.957 6.393 -0.045 0.1 -0.2 -0.3 0.51
H -0.424 1.753 3.273 1.0 -0.7 -0.7 0.04
Cl 5.641 1.462 6.485 0.4 0.8 0.8 0.48
C -3.787 -2.929 0.975 2.3 -1.9 -1.3 -0.72
C 1.362 5.558 -1.565 -0.2 -0.1 0.0 -2.00
H -0.468 0.346 0.963 0.4 -0.1 -0.3 -0.06
Cl -5.466 6.405 -1.987 -0.3 0.3 0.3 0.49
Cl 7.691 0.471 -0.707 -0.1 0.2 0.3 0.51
C -2.071 -1.900 2.895 -1.7 -1.4 0.9 -0.39
Cl 6.070 1.954 11.871 0.0 0.4 0.2 0.50
Cl 1.320 1.736 -8.452 -0.4 -0.2 0.0 0.51
Cl -9.238 1.975 -11.810 0.3 0.1 0.2 0.51
C 3.591 -7.902 1.149 -0.1 0.2 0.0 -2.00
Br -0.051 -1.711 -1.174 -0.2 -0.2 1.7 0.46
P -1.116 -0.681 1.767 -1.1 2.3 1.6 0.35
Cl -3.606 3.362 -6.205 -0.5 0.5 -0.1 0.47
Cl -7.621 -3.922 -2.099 0.4 -0.2 -0.1 0.50
C 0.241 -0.285 3.115 1.1 1.1 0.4 -0.43
H -0.259 -3.921 3.348 2.1 1.4 -1.3 0.09
Cl -8.209 7.183 -2.563 0.3 0.1 0.2 0.51
H 1.315 -2.755 3.606 -1.7 -1.2 -1.8 0.04
Cl 6.117 -0.533 4.058 -0.2 -0.3 0.2 0.45
C -0.138 0.714 -8.370 0.0 0.0 0.1 -2.00
Cl 7.612 4.351 12.455 -0.4 -0.2 0.0 0.50
C -6.009 -4.567 -2.499 0.1 0.2 0.1 -2.00
Cl -0.472 1.722 -1.721 -0.6 -0.3 -0.4 0.48
Cl 4.428 -6.749 0.080 -0.2 -0.4 0.4 0.46
Cl -6.281 3.903 -7.215 0.5 0.2 0.2 0.49
Cl -8.230 2.105 -9.084 0.0 0.0 -0.5 0.49
Cl 5.543 0.976 1.189 0.5 0.3 -0.4 0.50
Cl -1.157 1.166 -4.494 -0.2 0.2 0.6 0.48
C -1.809 1.600 -2.893 0.3 -0.4 0.5 -1.96
Cl -5.713 -6.051 -1.559 -0.1 0.3 -0.2 0.51
Cl 8.316 1.157 2.051 -0.2 0.1 -0.3 0.49
C 7.191 1.444 0.699 -0.3 -0.1 0.0 -2.00
H -1.903 -3.972 1.718 -1.3 1.6 0.6 0.10
H -4.163 -3.994 0.588 0.5 2.4 1.0 0.03
H 1.264 -0.744 2.778 -1.7 0.7 1.0 0.04
Cl 6.867 3.104 8.551 -0.3 0.0 -0.2 0.49
C -7.809 2.318 -10.802 0.1 0.0 0.0 -2.01
C 0.702 -3.104 1.319 -2.4 3.2 -0.1 -0.68
Cl -2.954 0.344 -2.359 0.2 0.4 -0.2 0.51
C 5.091 -6.502 -3.960 -0.2 0.1 0.1 -2.01
Cl 2.131 -8.518 0.333 0.4 0.2 0.2 0.51
Cl -5.935 -4.942 -4.239 0.0 0.0 0.3 0.50
C 0.759 -3.505 2.881 1.3 -2.3 0.2 -0.19
Cl 3.124 -7.080 2.660 0.1 -0.2 -0.4 0.51


26
Properties=species:S:1:pos:R:3:forces:R:3:nbo_charge:R:1 method="wB97M-V/def2-TZVPD" charge=-2 homo_ev=-6.94 de_lowest_kcal_mol=0.0
F -0.737 2.775 -0.276 -2.9 -1.0 -1.9 -0.51
B -1.527 -0.039 2.986 0.2 1.3 2.4 1.30
F -2.321 -2.816 -0.919 0.6 -0.2 0.0 -0.56
F -2.519 -0.248 3.937 0.3 -0.4 0.4 -0.54
F 2.585 0.516 -0.303 -0.7 0.9 -0.5 -0.51
F -1.148 -1.176 2.361 -0.5 -2.6 -3.3 -0.49
B -1.010 -3.382 -0.874 -0.4 -0.6 -3.4 1.32
F -0.819 1.507 -2.376 -1.7 1.7 1.3 -0.51
F -0.304 -2.881 0.119 1.5 3.6 4.4 -0.46
Tl -0.456 0.024 -0.051 1.9 0.7 -0.1 1.91
F -0.211 -3.012 -1.994 -1.1 -0.4 -0.6 -0.57
F 2.049 -1.602 -0.053 -0.6 -1.2 -0.6 -0.51
F -2.027 0.956 2.170 -0.6 0.6 -3.1 -0.50
F -0.953 -4.734 -0.658 -0.9 -1.3 -0.4 -0.54
F 0.800 4.484 -0.037 0.3 0.0 -0.5 -0.54
B 2.741 -0.573 0.566 0.9 0.9 -0.5 1.31
F -0.302 0.415 3.366 1.1 1.3 1.8 -0.55
F 2.088 -0.326 1.739 -0.9 0.4 1.3 -0.52
F -0.435 3.811 1.680 -0.8 0.5 1.6 -0.54
F 4.107 -0.729 0.753 0.1 -0.7 0.1 -0.54
B -0.294 0.556 -3.256 0.8 0.2 1.2 1.31
F 0.977 2.346 0.742 3.4 -3.2 1.4 -0.50
F -0.538 0.786 -4.552 0.1 0.5 -1.2 -0.52
B 0.189 3.392 0.564 -0.7 2.1 -0.3 1.31
F -0.936 -0.580 -2.844 -1.0 -2.3 1.1 -0.50
F 1.002 0.530 -2.789 1.5 -0.7 -0.7 -0.54


32
Properties=species:S:1:pos:R:3:forces:R:3:nbo_charge:R:1 method="wB97M-V/def2-TZVPD" charge=+3 homo_ev="-18.62 / -18.34" de_lowest_kcal_mol=0.0
H -4.412 2.294 2.873 0.1 0.3 0.1 0.27
Sn -0.743 -0.215 -0.656 0.6 0.4 -1.5 1.19
I -1.956 -3.927 1.045 -0.1 -0.2 -0.1 0.28
H 2.837 -0.212 -0.072 0.3 -0.1 0.1 0.27
H -3.475 6.238 4.495 -0.2 -0.3 -0.1 0.30
H -0.660 4.148 1.948 0.2 0.4 0.3 0.27
C -4.048 4.226 3.827 -1.2 2.6 1.2 -0.08
C 2.137 -0.755 -3.080 -0.7 0.6 -0.3 -0.94
H 2.333 0.317 -3.004 0.2 -0.1 0.0 0.28
H 0.957 -3.626 -0.887 0.1 -0.1 -0.1 0.26
H -5.048 4.264 4.322 1.0 -0.1 -0.4 0.30
I -2.619 -0.506 -2.543 0.4 0.0 0.9 0.09
C 1.100 -3.124 -1.848 -1.0 0.4 0.3 -0.96
H 1.912 -3.577 -2.419 0.0 0.1 0.1 0.30
O 0.142 -1.649 2.312 -1.6 -0.4 -4.9 -0.38
H 2.568 -1.891 0.479 0.2 0.1 -0.1 0.25
Cl 0.625 1.683 -0.806 -0.2 0.1 0.1 -0.41
H -1.195 6.080 3.431 0.3 0.8 0.4 0.28
C 2.767 -1.256 -0.390 -0.5 0.3 0.4 -0.95
N -1.642 1.136 0.971 -1.4 2.1 2.5 -0.44
C -3.719 3.121 3.040 1.5 -1.0 -0.9 0.10
C -1.565 4.213 2.541 -0.4 -2.9 -1.2 0.03
C -1.918 5.305 3.341 -1.6 0.5 0.5 0.05
C -0.267 -1.681 1.212 1.2 0.8 5.2 0.41
C -2.001 2.004 1.677 1.2 -3.3 -3.0 0.53
H 3.720 -1.556 -0.871 -0.7 0.1 0.1 0.30
H 1.419 -0.880 -3.886 0.0 -0.1 -0.3 0.27
P 1.357 -1.352 -1.554 2.6 -1.6 -0.6 1.02
H 0.154 -3.189 -2.401 0.2 -0.3 -0.1 0.26
H 3.063 -1.317 -3.319 -0.6 0.2 0.4 0.30
C -3.210 5.348 3.923 0.3 -0.6 0.1 -0.16
C -2.426 3.106 2.434 -0.2 1.3 0.9 -0.27


15
Properties=species:S:1:pos:R:3:forces:R:3:nbo_charge:R:1 method="wB97M-V/def2-TZVPD" homo_ev=-8.74 de_lowest_kcal_mol=100.8
C -0.836 -1.297 -1.322 0.1 -0.4 -0.8 0.26
H 0.428 -1.653 2.287 0.0 0.3 -0.2 0.20
H -0.722 1.737 -2.008 0.0 0.1 -0.1 0.26
H 0.679 0.683 -1.975 -0.2 0.0 0.3 0.20
H 1.225 0.143 0.149 0.0 -0.4 0.0 0.42
H -0.291 -0.014 2.487 0.2 -0.1 -0.1 0.21
N -0.868 -1.928 -2.291 0.0 0.6 0.9 -0.31
C -0.605 1.021 -0.124 0.4 -0.2 -0.3 0.04
H 1.475 -0.215 2.378 -0.2 -0.1 0.1 0.21
C 0.515 -0.590 2.015 0.1 0.1 0.0 -0.41
H -1.575 -0.777 0.586 0.2 0.0 -0.1 0.24
C -0.801 -0.447 -0.114 0.0 -0.1 0.1 -0.28
C 0.127 1.435 -1.380 -0.1 0.2 -0.1 -0.77
H 0.751 2.326 -1.255 -0.2 -0.1 0.1 0.23
N 0.500 -0.423 0.567 -0.5 0.1 0.2 -0.51


37
Properties=species:S:1:pos:R:3:forces:R:3:nbo_charge:R:1 method="wB97M-V/def2-TZVPD" homo_ev=-9.51 de_lowest_kcal_mol=81.5
O -17.006 19.297 11.052 3.0 -1.9 1.2 -0.54
H -25.540 18.453 18.678 0.0 0.2 0.0 0.22
C -19.056 20.331 10.905 -0.3 -0.3 -0.9 -0.44
C -25.141 18.079 17.746 -2.0 -0.9 -1.4 -0.27
C -23.809 17.969 17.502 1.0 -0.3 -1.3 -0.17
H -22.310 17.287 16.079 0.0 0.0 -0.2 0.22
C -17.526 20.546 11.138 -2.6 1.4 -0.9 -0.06
H -24.005 16.433 14.483 -0.3 0.1 -0.4 0.19
H -28.516 13.313 10.103 0.3 -0.6 0.1 0.20
H -18.253 17.802 11.576 -0.2 -0.4 -0.1 0.16
H -17.394 21.138 12.044 0.6 -0.5 0.3 0.18
H -19.932 18.516 10.205 -0.4 0.2 -1.2 0.21
C -26.050 17.617 16.742 1.1 -0.1 -0.4 0.04
H -26.276 12.776 10.651 -0.1 -0.4 -0.2 0.18
C -27.387 12.883 7.489 0.9 -0.7 2.4 -0.06
C -26.356 13.373 9.742 -1.7 -1.5 -1.5 -0.07
H -29.143 14.155 7.985 -0.1 -0.5 -0.2 0.22
N -25.684 17.054 15.556 0.4 0.9 1.5 -0.42
H -18.798 19.469 8.997 -0.3 -0.9 -0.3 0.21
C -17.896 18.297 10.673 -1.3 1.1 -1.1 -0.06
C -28.075 14.014 8.152 -0.5 2.5 -0.5 -0.44
C -27.774 13.945 9.615 0.2 0.9 1.6 -0.42
H -19.597 21.140 10.415 0.3 0.3 0.2 0.21
C -19.040 19.107 9.996 0.4 -0.5 1.4 -0.43
H -27.897 14.876 10.168 0.1 0.4 -0.4 0.21
C -23.367 17.402 16.267 -1.7 0.4 0.9 -0.26
H -17.071 21.055 10.288 -0.3 0.9 0.0 0.16
H -27.647 14.928 7.740 0.1 0.3 0.1 0.20
O -26.417 12.472 8.585 0.5 -0.5 -1.2 -0.57
C -24.360 16.975 15.347 1.0 -0.1 1.4 0.03
H -27.115 17.728 16.885 -0.1 -0.1 0.1 0.19
H -28.079 12.061 7.309 0.4 -0.3 0.0 0.18
H -17.464 17.608 9.947 0.4 -0.1 0.4 0.19
H -26.879 13.188 6.574 0.2 -0.3 0.2 0.18
H -19.689 19.973 11.718 0.6 0.7 0.9 0.20
H -25.439 13.962 9.729 -0.4 0.7 -0.5 0.18
H -23.150 18.371 18.257 0.5 -0.2 -0.1 0.22


18
Properties=species:S:1:pos:R:3:forces:R:3:nbo_charge:R:1 method="wB97M-V/def2-TZVPD" homo_ev=-10.28 de_lowest_kcal_mol=22.6
H 0.152 1.688 -0.174 0.8 1.5 -1.0 0.38
C 2.447 0.232 -1.065 1.8 -1.3 2.3 -0.61
C 1.229 -1.284 0.474 0.1 -1.1 0.8 0.80
C -3.211 0.418 0.798 2.0 -2.9 3.6 -0.22
H -3.535 0.412 1.847 -0.7 0.0 -0.7 0.21
O -1.990 -0.409 0.906 0.6 -0.2 -0.6 -0.81
O 1.842 -2.130 1.059 0.1 0.7 -0.6 -0.52
N 0.368 0.904 0.377 -3.6 -3.2 -1.0 -0.86
O -1.506 -0.361 -1.690 0.1 0.7 1.2 -1.05
P -0.982 -0.361 -0.311 2.3 1.3 0.9 2.38
H 3.254 -0.607 -1.187 -1.7 1.4 0.5 0.23
C 1.587 0.160 0.251 0.2 -1.2 -2.3 -0.17
H -2.878 1.322 0.549 0.7 4.0 -1.2 0.18
O 0.018 -1.590 -0.063 -1.0 -0.3 0.0 -0.78
H 2.174 0.318 1.064 2.0 1.1 2.4 0.21
H 2.960 1.167 -1.069 0.4 0.7 -0.1 0.22
H 1.782 0.198 -1.841 -1.5 -0.2 -2.3 0.21
H -3.713 -0.078 0.073 -2.6 -0.9 -1.8 0.20


24
Properties=species:S:1:pos:R:3:forces:R:3:nbo_charge:R:1 method="wB97M-V/def2-TZVPD" homo_ev=-8.81 de_lowest_kcal_mol=107.3
H -5.373 0.594 -0.393 0.5 2.2 1.8 0.46
H -0.270 0.393 2.817 -0.2 0.0 0.6 0.48
H 4.529 -2.575 -0.092 3.6 -1.1 2.8 0.47
H -0.839 -0.114 0.073 0.1 1.8 0.7 0.46
H 0.666 3.704 0.816 0.3 2.9 1.2 0.47
H 1.253 2.608 0.107 0.2 -0.5 -0.2 0.48
H -3.826 -1.601 -0.397 1.3 2.4 0.5 0.48
H 0.347 0.987 1.570 -0.8 -0.7 0.3 0.49
H 3.141 1.439 -1.707 -0.1 0.3 0.3 0.49
O -3.200 -0.908 -0.011 -1.2 -2.8 1.1 -0.94
O 2.828 2.318 -1.437 3.6 -0.6 1.4 -0.94
H -6.202 -0.252 -1.162 1.0 -0.5 -0.2 0.46
O 3.838 -2.408 -0.628 -3.7 -0.6 -4.0 -0.93
H -0.206 -1.452 0.391 -0.2 0.5 -0.1 0.45
O 0.425 2.871 0.527 -0.2 -2.6 -1.0 -0.95
H -3.202 -0.094 -0.489 -0.4 0.1 -0.9 0.46
O 2.487 -0.901 0.620 -0.5 1.0 0.7 -0.96
H 2.410 -1.808 0.362 0.4 -0.6 -0.5 0.48
O -5.258 -0.183 -0.874 -3.1 -1.3 -2.2 -0.93
H 1.990 2.384 -1.762 -3.6 0.3 -1.7 0.46
H 3.548 -3.241 -1.060 0.7 0.8 0.5 0.47
O -0.904 -1.015 -0.110 1.3 -3.1 -1.7 -0.92
O -0.173 0.201 1.889 1.4 1.4 0.0 -0.97
H 1.687 -0.766 1.116 -0.6 0.6 0.6 0.46


33
Properties=species:S:1:pos:R:3:forces:R:3:nbo_charge:R:1 method="wB97M-V/def2-TZVPD" charge=+1 homo_ev="-11.41 / -11.41" spin_multiplicity=2 s_squared=0.7679 de_lowest_kcal_mol=0.9
H -2.475 0.402 -2.419 0.1 -0.2 0.5 0.21
H -1.170 1.870 0.812 -0.2 0.1 0.2 0.25
C -1.529 -0.115 -2.551 -0.7 0.2 -0.2 -0.22
C -0.546 -0.813 3.514 0.2 -0.1 0.2 -0.16
H 1.430 -0.041 3.662 0.0 0.2 0.1 0.26
C 0.782 -0.499 -2.064 -0.6 0.0 0.3 -0.22
C 1.159 2.202 2.039 -0.1 -0.6 1.3 -0.48
C -2.077 0.280 1.918 0.4 -0.1 -0.2 -0.19
H -0.351 -1.647 4.174 -0.1 0.0 0.1 0.25
C 0.141 1.175 2.370 0.8 -0.3 0.0 0.27
H 2.665 -1.454 -4.371 0.1 -0.1 0.1 0.23
H 1.675 -0.285 -1.490 -0.1 -0.2 0.2 0.20
C 2.198 -1.966 -3.524 -0.1 0.3 -0.3 -0.63
C -1.832 -0.680 2.926 -0.2 0.2 -0.1 0.04
H 0.665 3.169 1.958 0.0 0.0 -0.6 0.26
H 2.068 -3.006 -3.818 -0.2 0.0 0.0 0.23
C -1.409 -0.866 -3.716 0.1 0.2 -0.1 -0.19
H 2.878 -1.958 -2.678 0.1 0.1 0.1 0.21
H -0.078 -1.888 -5.040 0.1 -0.3 0.2 0.22
C 0.889 -1.291 -3.189 0.6 -0.3 -0.8 0.00
H -0.545 0.571 -0.768 0.0 0.4 -0.1 0.17
C -0.452 0.060 -1.711 0.6 -0.3 -0.2 -0.22
H -2.285 -0.977 -4.340 0.1 0.0 -0.2 0.22
H -2.971 0.258 1.310 -0.2 0.0 0.3 0.26
H 1.531 1.794 1.095 -0.1 0.6 -0.7 0.28
H 2.880 3.214 2.699 0.3 0.2 0.3 0.25
C 0.442 0.085 3.243 -0.5 0.0 -0.1 -0.20
H 2.103 2.277 4.034 -0.1 0.4 0.0 0.22
C 2.363 2.309 2.978 -0.1 -0.7 -0.4 -0.61
C -0.192 -1.421 -4.069 -0.3 0.2 0.5 -0.20
H 3.040 1.470 2.799 0.1 0.1 0.0 0.22
H -2.629 -1.335 3.244 0.0 -0.2 -0.1 0.24
C -1.084 1.169 1.634 -0.3 0.1 -0.1 -0.15